1.
Formula: C44H25Cl5F5IrN3
Source: the OMol25 dataset
Level of theory: ωB97M-V with the def2-TZVPD basis set

Structure (XYZ):
```
83
Properties=species:S:1:pos:R:3:lowdin_charge:R:1
Ir 0.444 1.838 0.449 1.06
C -0.397 2.232 -2.891 -0.07
C -1.071 3.188 -1.972 -0.30
C -1.901 4.164 -2.510 -0.03
C -2.514 5.098 -1.698 -0.05
C -2.286 5.023 -0.342 -0.03
C -1.465 4.025 0.158 -0.23
N -0.843 3.104 -0.640 0.00
C -1.226 3.891 1.595 -0.23
C -1.855 4.588 2.608 -0.01
C -1.540 4.300 3.931 -0.06
C -0.606 3.311 4.211 -0.02
C -0.003 2.634 3.166 -0.24
N -0.305 2.942 1.882 -0.08
C 1.014 1.591 3.274 -0.20
C 1.448 1.117 4.503 -0.01
C 2.493 0.220 4.550 -0.06
C 3.106 -0.127 3.360 -0.03
C 2.627 0.349 2.147 -0.30
C 3.354 -0.010 0.895 -0.03
N 1.534 1.147 2.089 -0.01
H -0.664 2.447 -3.924 0.08
H -0.660 1.201 -2.657 0.05
H 0.683 2.298 -2.768 0.08
H -2.047 4.177 -3.581 0.11
H -3.153 5.865 -2.114 0.11
H -2.741 5.729 0.335 0.11
H -2.596 5.341 2.382 0.11
H -2.022 4.836 4.735 0.11
H -0.355 3.077 5.235 0.11
H 0.973 1.462 5.409 0.11
H 2.846 -0.176 5.493 0.11
H 3.965 -0.783 3.349 0.12
H 4.350 -0.373 1.145 0.09
H 3.427 0.852 0.235 0.08
H 2.825 -0.780 0.341 0.05
Cl -1.333 -3.383 0.072 0.81
C -2.020 -1.803 0.086 -0.58
C -2.204 -1.148 1.301 -0.20
C -2.848 0.086 1.305 -0.59
Cl -3.029 0.944 2.789 0.81
C -3.346 0.635 0.128 -0.69
Cl -4.261 2.087 0.168 0.74
C -3.113 -0.011 -1.082 -0.69
Cl -3.712 0.665 -2.543 0.73
C -2.420 -1.220 -1.111 -0.67
Cl -2.096 -1.992 -2.606 0.79
F 0.497 -1.637 1.783 0.11
C -0.350 -1.962 2.749 -0.18
C -1.712 -1.754 2.564 -0.10
C -2.564 -2.153 3.580 -0.18
F -3.882 -2.025 3.436 0.12
C -2.084 -2.701 4.757 -0.13
F -2.921 -3.062 5.727 0.13
C -0.722 -2.878 4.919 -0.13
F -0.249 -3.404 6.044 0.14
C 0.152 -2.522 3.906 -0.13
F 1.458 -2.734 4.056 0.13
C 0.923 0.474 -0.872 -0.24
C 1.140 -0.450 -1.681 -0.15
C 1.352 -1.462 -2.584 -0.16
C 2.024 -2.705 -2.186 -0.17
C 2.703 -3.506 -3.113 -0.03
C 3.364 -4.655 -2.709 -0.08
C 3.362 -5.038 -1.374 -0.10
C 2.692 -4.253 -0.444 -0.08
C 2.034 -3.104 -0.845 -0.06
C 0.893 -1.286 -3.976 -0.22
C 1.033 -0.054 -4.617 -0.04
C 0.558 0.139 -5.904 -0.08
C -0.074 -0.897 -6.578 -0.09
C -0.218 -2.130 -5.955 -0.09
C 0.265 -2.325 -4.671 -0.10
H 2.729 -3.213 -4.154 0.11
H 3.891 -5.253 -3.443 0.10
H 3.877 -5.938 -1.063 0.10
H 2.677 -4.542 0.601 0.10
H 1.498 -2.503 -0.128 0.07
H 1.532 0.749 -4.089 0.11
H 0.685 1.101 -6.385 0.10
H -0.449 -0.747 -7.583 0.10
H -0.714 -2.943 -6.470 0.10
H 0.140 -3.286 -4.188 0.11
```

- Energy above the lowest of the compared OMol25 structures with the same formula, charge and spin: 0.0800 eV
- Spin multiplicity: 2
- Max |F|: 0.005 hartree/bohr
- Gap between HOMO and LUMO (alpha / beta): 5.139 / 6.513 eV
- HOMO energy (alpha / beta): -5.56 / -7.40 eV

***

2.
Formula: C44H27CaCl5N3O2PS3
Source: the OMol25 dataset
Level of theory: ωB97M-V with the def2-TZVPD basis set

Structure (XYZ):
```
86
Properties=species:S:1:pos:R:3:nbo_charge:R:1
Ca -0.604 1.052 0.482 1.73
Cl -7.639 -1.222 -0.251 0.04
C -6.026 -0.698 -0.560 -0.14
C -5.474 0.350 0.169 -0.06
Cl -6.418 1.167 1.360 0.04
C -4.161 0.731 -0.051 -0.16
Cl -3.471 2.073 0.829 -0.01
C -3.310 0.064 -0.963 0.42
O -2.065 0.355 -1.073 -0.89
C -3.931 -0.946 -1.739 -0.16
Cl -2.981 -1.697 -2.969 0.03
C -5.248 -1.323 -1.536 -0.05
Cl -5.940 -2.582 -2.487 0.05
S 6.152 -1.011 -0.176 0.44
C 6.295 -2.639 -0.678 -0.41
C 5.191 -3.063 -1.349 -0.24
C 4.204 -2.048 -1.463 -0.26
C 4.591 -0.870 -0.887 -0.16
C 3.815 0.371 -0.794 -0.12
C 2.409 0.283 -0.772 0.10
N 1.605 1.311 -0.634 -0.49
C 2.154 2.537 -0.502 0.15
C 3.536 2.748 -0.556 -0.08
C 4.057 4.084 -0.468 -0.17
C 3.233 5.141 -0.332 -0.17
C 1.810 4.958 -0.246 -0.09
C 0.923 6.033 -0.082 -0.12
C -0.431 5.804 0.006 -0.09
C -0.863 4.462 -0.033 0.09
N -0.054 3.434 -0.163 -0.51
C 1.272 3.667 -0.299 0.24
C -1.398 6.899 0.142 -0.24
C -1.323 8.151 -0.400 -0.23
C -2.438 8.962 -0.065 -0.25
C -3.334 8.308 0.723 -0.41
S -2.835 6.712 1.068 0.47
C 4.369 1.626 -0.700 -0.12
H 7.189 -3.194 -0.444 0.24
H 5.076 -4.059 -1.749 0.23
H 3.257 -2.183 -1.967 0.24
H 1.942 -0.691 -0.854 0.22
H 5.130 4.223 -0.518 0.22
H 3.627 6.148 -0.276 0.22
H 1.312 7.042 -0.011 0.22
H -1.922 4.239 0.038 0.21
H -0.512 8.469 -1.039 0.22
H -2.570 9.979 -0.403 0.23
H -4.265 8.676 1.123 0.24
H 5.445 1.757 -0.738 0.22
C 2.160 -3.958 3.903 -0.21
C 0.891 -4.444 3.629 -0.21
C 0.133 -3.884 2.608 -0.15
C 0.641 -2.829 1.861 -0.37
C 1.913 -2.334 2.154 -0.21
C 2.674 -2.901 3.163 -0.21
P -0.247 -2.028 0.482 0.79
C -1.929 -2.741 0.560 -0.37
C -2.818 -2.200 1.493 -0.22
C -4.117 -2.677 1.578 -0.21
C -4.547 -3.684 0.723 -0.21
C -3.672 -4.218 -0.209 -0.22
C -2.367 -3.753 -0.289 -0.14
C 0.486 -2.880 -0.964 -0.37
C 0.335 -2.262 -2.207 -0.21
C 0.847 -2.851 -3.353 -0.22
C 1.526 -4.060 -3.267 -0.21
C 1.692 -4.674 -2.034 -0.24
C 1.177 -4.086 -0.886 -0.14
H 2.748 -4.398 4.699 0.21
H 0.487 -5.262 4.211 0.21
H -0.858 -4.266 2.397 0.22
H 2.304 -1.488 1.597 0.22
H 3.659 -2.508 3.380 0.22
H -2.493 -1.403 2.152 0.26
H -4.800 -2.248 2.300 0.22
H -5.570 -4.037 0.772 0.22
H -4.010 -4.990 -0.890 0.22
H -1.698 -4.168 -1.032 0.21
H -0.210 -1.325 -2.270 0.25
H 0.717 -2.368 -4.313 0.22
H 1.928 -4.520 -4.161 0.22
H 2.220 -5.618 -1.964 0.22
H 1.311 -4.570 0.074 0.22
O 1.106 1.156 2.259 -1.08
S 0.187 0.559 3.301 1.31
N -1.185 0.322 2.829 -1.11
```

- Energy above the lowest of the compared OMol25 structures with the same formula, charge and spin: 0.0000 eV
- Max |F|: 0.007 hartree/bohr
- Gap between HOMO and LUMO: 6.604 eV
- HOMO energy: -7.49 eV

***

Q: Which of these has the highest max |F|?
A: C44H27CaCl5N3O2PS3

***

Q: Among the records above, which one has the lowest max |F|?
A: C44H25Cl5F5IrN3